[1]
3 unconnected molecules or ions with the total composition C32H44N4O10P2S2 in a non-equilibrium geometry, computed with ωB97M-V with the def2-TZVPD basis set.

Geometry (Å):
C1 0.22861 -3.56505 2.79122
C2 -1.05887 -4.17538 2.03108
O1 -0.69516 -5.13688 0.98301
P1 -0.38596 -4.36301 -0.49665
O2 0.04078 -2.88858 -0.27827
C3 1.14419 -5.22487 -1.23539
C4 2.32626 -5.20678 -0.15170
P2 3.41659 -3.62799 -0.23096
C5 3.06567 -2.64384 -1.80592
C6 3.45907 -1.06165 -1.69071
C7 3.06398 -0.43341 -0.27042
S1 3.28716 1.41519 -0.11377
C8 3.52680 2.21080 -1.77113
S2 5.08756 2.12064 -2.42050
N1 2.50869 2.88298 -2.59300
C9 1.74933 1.94739 -3.47202
C10 0.43570 1.49956 -2.63495
O3 -0.50394 2.59321 -2.68319
C11 0.10064 3.86445 -2.34520
C12 1.61721 3.79236 -1.82383
O4 -1.71317 -4.31726 -1.55747
C13 -2.11211 -5.65581 -1.98563
C14 -3.07509 -6.40871 -0.94465
H1 -0.10702 -2.59186 3.30754
H2 1.06319 -3.33205 2.03685
H3 0.58376 -4.32259 3.57168
H4 -1.63918 -4.78869 2.81498
H5 -1.77681 -3.37729 1.64702
H6 1.42724 -4.80984 -2.25698
H7 0.83759 -6.32270 -1.40181
H8 2.98973 -6.14687 -0.22560
H9 1.87397 -5.25466 0.90867
H10 3.01449 -2.89721 0.95454
H11 3.77442 -3.07000 -2.61275
H12 1.99769 -2.73365 -2.20318
H13 4.55814 -0.90914 -1.97841
H14 2.78816 -0.54138 -2.47322
H15 3.77796 -0.90731 0.50302
H16 1.98198 -0.70766 -0.03391
H17 1.45123 2.52390 -4.42668
H18 2.38769 1.06939 -3.80997
H19 0.74383 1.17155 -1.58749
H20 -0.06099 0.61031 -3.16570
H21 0.01618 4.63436 -3.20141
H22 -0.51906 4.29071 -1.46595
H23 1.58351 3.60902 -0.70425
H24 2.05036 4.85733 -1.95486
H25 -1.20394 -6.30520 -2.27830
H26 -2.72708 -5.52397 -2.95213
H27 -3.28555 -7.44841 -1.40439
H28 -4.10140 -5.91047 -0.84344
H29 -2.60206 -6.59933 0.07337
C15 -0.85304 10.29628 -1.81574
C16 -1.40189 10.26558 -3.09413
C17 -1.03673 9.26225 -3.98501
C18 -0.12292 8.29084 -3.58234
C19 0.43594 8.32001 -2.30676
C20 0.06709 9.32872 -1.42343
N2 0.24577 7.21776 -4.50813
O5 -0.24913 7.23384 -5.62435
O6 1.02501 6.36444 -4.10891
H30 -1.14471 11.07796 -1.12099
H31 -2.11756 11.02313 -3.39519
H32 -1.47140 9.24921 -4.97811
H33 1.15154 7.57001 -1.98816
H34 0.49403 9.35919 -0.42670
C21 -5.02137 -7.06558 4.94727
C22 -6.08363 -7.92440 4.68151
C23 -6.63986 -7.97094 3.40790
C24 -6.12025 -7.15470 2.40551
C25 -5.06189 -6.28723 2.66671
C26 -4.51381 -6.24541 3.94407
N3 -6.68609 -7.21829 1.05617
O7 -7.62502 -7.97618 0.86744
O8 -6.18336 -6.51214 0.19505
H35 -4.58601 -7.03599 5.94143
H36 -6.47629 -8.56044 5.46762
H37 -7.46705 -8.64423 3.21349
H38 -4.65535 -5.64538 1.89270
H39 -3.68759 -5.57573 4.15766
C27 2.30575 6.32598 4.57310
C28 1.76815 6.27919 3.29046
C29 2.14156 5.26517 2.41531
C30 3.05251 4.29884 2.83801
C31 3.59998 4.34419 4.11791
C32 3.22284 5.36375 4.98527
N4 3.42984 3.21598 1.93025
O9 2.93500 3.22067 0.79407
O10 4.20630 2.36590 2.34682
H40 2.00771 7.11600 5.25559
H41 1.05475 7.03266 2.97380
H42 1.71538 5.23998 1.41837
H43 4.31291 3.59873 4.45209
H44 3.64095 5.40676 5.98521

Force components x, y, z for each atom (eV/Å):
C -0.6 -0.1 -0.5
C -0.2 0.2 1.7
O 0.0 1.5 -2.1
P 1.5 4.5 0.2
O -1.4 -3.6 -0.3
C -0.9 -2.1 0.5
C -0.8 0.1 0.3
P 1.0 -0.7 0.2
C -0.1 0.7 -0.9
C -1.1 -0.4 -0.1
C 1.0 -1.5 -1.7
S -0.5 -3.7 -1.2
C 1.5 -0.2 -2.1
S -2.4 0.0 1.0
N 0.4 -1.0 1.7
C -0.9 -0.2 0.0
C 0.7 -0.6 -1.8
O 1.1 0.0 0.5
C 0.1 1.0 0.7
C -0.7 1.4 0.1
O 2.1 -2.0 1.8
C -1.4 -1.1 -0.7
C 0.0 -0.7 -0.7
H 0.6 -1.5 -0.7
H -1.4 -0.3 1.2
H -0.4 1.1 -1.1
H 0.8 0.8 -1.3
H 1.2 -1.0 0.3
H -0.6 -0.3 1.5
H 0.6 1.5 0.1
H -1.0 1.6 -0.2
H 0.6 0.1 -1.7
H -0.6 -0.3 -1.1
H -1.2 0.4 1.3
H 1.4 0.2 0.8
H -1.6 -0.1 0.7
H 1.3 -0.8 1.1
H -1.2 1.1 -1.0
H 1.4 0.4 -0.3
H 0.2 -0.9 1.5
H -0.7 1.2 0.7
H -0.4 0.6 -1.1
H 0.6 1.3 0.9
H 0.1 -1.7 1.1
H 1.0 -0.5 -1.3
H 0.2 -0.2 -1.6
H -0.7 -1.5 0.3
H -1.3 1.0 0.6
H 1.1 0.0 1.5
H 0.3 1.6 0.7
H 1.7 -0.5 -0.1
H -0.6 0.5 -1.3
C 0.0 0.0 0.0
C 0.2 -0.2 0.1
C -0.1 0.0 -0.1
C -0.2 0.6 0.5
C 0.1 -0.1 0.1
C -0.1 0.0 -0.2
N 0.1 -0.4 -0.5
O 0.2 0.0 0.5
O -0.3 0.5 -0.2
H 0.0 -0.1 -0.1
H 0.1 -0.1 0.0
H 0.2 -0.2 0.1
H -0.1 0.0 -0.2
H 0.0 0.0 -0.1
C 0.0 0.0 0.0
C 0.1 0.2 -0.2
C -0.1 -0.1 0.0
C 0.3 0.0 0.8
C 0.1 0.1 -0.1
C -0.2 -0.2 0.0
N -0.3 -0.1 -0.5
O 0.4 0.3 0.1
O -0.2 -0.3 0.4
H -0.1 0.0 -0.1
H 0.0 0.1 -0.1
H 0.1 0.2 -0.2
H -0.2 -0.2 0.0
H -0.1 -0.1 -0.1
C 0.0 0.0 0.0
C 0.2 -0.2 0.1
C -0.1 0.0 -0.1
C -0.5 0.4 0.5
C 0.1 -0.1 0.1
C -0.1 0.0 -0.3
N 0.2 -0.1 0.0
O 0.6 4.1 2.4
O -0.4 0.7 -0.3
H 0.0 -0.1 -0.1
H 0.1 -0.1 0.0
H 0.2 -0.2 0.1
H -0.1 0.0 -0.2
H 0.0 0.0 -0.1

Results
electronic energy = -100567.115 eV
frontier orbital gap = 6.62 eV

Results of the Mulliken charge analysis, in e, for atoms 1 through 2:
1 C -0.48
2 C 0.06

---

[2]
A single C18H16N4O2S molecule in a non-equilibrium geometry, computed with ωB97M-V with the def2-TZVPD basis set.

Geometry (Å):
C1 -0.97931 -3.92928 -0.64488
C2 0.03316 -2.83271 -0.69883
C3 1.24114 -2.95159 -0.00508
C4 2.14707 -1.92148 0.02709
C5 1.88543 -0.71699 -0.63972
C6 2.69388 0.47292 -0.53271
C7 3.78146 0.55686 0.47764
S1 3.09806 0.32324 2.19566
C8 1.40439 0.58918 1.87317
N1 0.48451 -0.35742 2.08786
C9 -0.62212 0.16234 1.59026
N2 -1.82347 -0.37029 1.47827
C10 -2.74982 0.34682 0.88234
C11 -4.09755 -0.27603 0.73267
C12 -2.50903 1.64925 0.39736
C13 -1.26321 2.21531 0.51122
C14 -0.87755 3.56640 0.03402
N3 -0.32995 1.44325 1.10188
N4 0.96189 1.69969 1.30093
C15 2.34643 1.56458 -1.25458
C16 1.15023 1.61126 -2.06419
O1 0.75817 2.58094 -2.67307
O2 0.35844 0.49897 -2.06367
C17 0.69706 -0.62231 -1.38131
C18 -0.21835 -1.66970 -1.40056
H1 -0.49857 -4.90430 -0.67492
H2 -1.68692 -3.85199 -1.46594
H3 -1.53076 -3.85460 0.29240
H4 1.45102 -3.86203 0.53475
H5 3.05766 -2.02989 0.59370
H6 4.52016 -0.23647 0.37016
H7 4.27149 1.52802 0.44555
H8 -4.84891 0.32855 1.23752
H9 -4.36688 -0.33653 -0.32032
H10 -4.08566 -1.27216 1.16337
H11 -3.30436 2.20441 -0.07233
H12 -0.08838 3.96854 0.66532
H13 -1.73702 4.23085 0.02979
H14 -0.48787 3.50283 -0.98399
H15 2.89605 2.48976 -1.18744
H16 -1.13202 -1.53820 -1.95937

Force components x, y, z for each atom (eV/Å):
C 0.0 0.0 0.1
C 0.2 0.2 -0.1
C 0.0 0.0 0.0
C -0.1 0.1 -0.3
C -0.4 -0.1 -0.4
C 0.0 0.5 -0.7
C 0.0 0.1 0.4
S 0.4 0.1 -0.1
C -0.4 0.3 0.0
N -0.2 -0.5 0.3
C 0.6 0.7 -0.1
N -0.7 -0.5 0.0
C 0.2 -0.1 0.1
C 0.0 0.0 0.0
C 0.4 0.2 0.0
C -0.6 0.2 -0.2
C 0.1 0.1 -0.1
N -0.3 -1.2 0.4
N 0.7 0.9 0.2
C 0.5 -0.6 0.2
C -0.1 0.5 -0.2
O 0.1 -0.3 0.1
O -0.2 0.1 -0.2
C 0.4 -0.6 0.6
C 0.1 0.2 -0.1
H 0.0 -0.1 0.0
H -0.1 -0.1 0.0
H -0.1 -0.1 0.1
H 0.0 -0.1 0.1
H 0.1 0.0 0.1
H 0.0 0.0 -0.1
H 0.0 -0.1 -0.1
H -0.1 0.0 0.0
H -0.1 0.0 -0.1
H 0.0 0.0 0.0
H 0.0 0.1 0.0
H 0.0 0.1 0.0
H -0.1 0.0 0.0
H 0.0 0.0 0.0
H 0.0 0.1 0.0
H -0.1 0.0 -0.1

Results
electronic energy = -39817.013 eV
ΔE to the lowest compared entry with this formula, charge and spin = 129.7 kJ/mol
frontier orbital gap = 8.48 eV

Results of the natural (NBO) charge analysis, in e, for atoms 1 through 2:
1 C -0.63
2 C 0.04

---

[3]
A single C6H4Cl2O molecule in a non-equilibrium geometry, computed with ωB97M-V with the def2-TZVPD basis set.

Geometry (Å):
C1 -1.16824 0.76701 -0.43650
C2 -0.83570 0.65712 0.91692
C3 -0.58567 0.31021 -1.65220
C4 0.19219 -0.04772 1.67541
C5 0.48620 -0.31302 -1.97823
C6 1.21976 -0.73299 1.12582
O1 1.55642 -0.77843 -0.09142
Cl1 1.48393 -1.06864 -2.94468
Cl2 2.40337 -1.54524 2.15368
H1 -2.16816 1.27380 -0.66894
H2 -1.42082 1.12108 1.63822
H3 -1.38540 0.48271 -2.52453
H4 0.22213 -0.12589 2.78645

Force components x, y, z for each atom (eV/Å):
C -1.8 1.2 1.7
C 2.2 -1.9 -1.0
C -2.9 0.4 -1.1
C -0.9 0.3 0.8
C 0.9 -0.3 1.4
C 1.0 0.2 -2.1
O -0.4 -0.1 -1.1
Cl 0.6 -0.5 -0.5
Cl -0.3 -0.1 0.3
H 1.7 -0.6 0.7
H -1.7 1.1 0.6
H 2.3 -0.5 1.4
H -0.7 0.6 -1.0

Results
electronic energy = -33374.018 eV
ΔE to the lowest compared entry with this formula, charge and spin = 504.8 kJ/mol
frontier orbital gap (spin up / spin down) = 6.20 / 6.21 eV

Results of the natural (NBO) charge analysis, in e, for atoms 1 through 2:
1 C -0.37
2 C -0.05

---

[4]
2 unconnected molecules or ions with the total composition C5H6BrNO6 in a non-equilibrium geometry, computed with ωB97M-V with the def2-TZVPD basis set.

Geometry (Å):
C1 0.25198 1.48791 0.61702
C2 -0.43732 -1.46711 0.43748
C3 -0.74665 3.57450 0.23406
C4 -0.23414 -3.75032 -0.01194
C5 0.93330 0.33906 -0.03774
N1 0.88387 0.14421 -1.44332
O1 0.10082 1.56338 1.80711
O2 -1.44260 -1.18093 0.95131
O3 1.85773 -0.32477 -1.99619
O4 -0.18090 0.38044 -1.98876
O5 -0.11796 2.40395 -0.27095
O6 0.27041 -2.38593 -0.01987
Br1 2.57971 -0.15649 0.73152
H1 0.01320 4.27457 0.58861
H2 -1.41449 3.31844 1.05786
H3 -1.29625 4.00467 -0.59928
H4 -0.79560 -3.92020 -0.93195
H5 -0.87163 -3.91820 0.85567
H6 0.64650 -4.38719 0.01933

Force components x, y, z for each atom (eV/Å):
C 0.0 0.1 -0.1
C 0.6 3.8 0.0
C -0.2 0.2 0.3
C -0.3 -0.6 0.0
C -1.2 -2.6 1.8
N 0.0 0.0 -0.9
O 0.0 0.0 -0.1
O 0.1 -0.6 -0.1
O 0.1 0.0 -0.4
O -0.2 0.0 -0.2
O 0.1 0.0 -0.2
O 0.7 -0.8 -0.4
Br 0.2 0.2 0.3
H -0.1 0.0 0.0
H 0.0 0.1 -0.1
H 0.0 0.0 0.1
H 0.1 0.1 0.1
H 0.1 0.1 0.0
H -0.1 0.1 0.0

Results
electronic energy = -89094.147 eV
ΔE to the lowest compared entry with this formula, charge and spin = 23.2 kJ/mol
frontier orbital gap (spin up / spin down) = 8.25 / 8.25 eV

Results of the natural (NBO) charge analysis, in e, for atoms 1 through 2:
1 C 0.73
2 C 0.99

---

[5]
A molecular structure, C12H8Cl4N2O3SSbSe4V in a non-equilibrium geometry, computed with ωB97M-V with the def2-TZVPD basis set.

Geometry (Å):
V1 1.25362 1.10906 -1.44103
Cl1 -2.01498 -2.44772 -3.80994
C1 -2.32271 -0.71343 -3.66869
Cl2 -3.84974 -0.40568 -2.83509
Cl3 -2.26398 0.08138 -5.23895
C2 -1.24268 -0.13990 -2.86365
N1 -0.34977 0.29101 -2.29900
C3 0.34319 -2.19805 4.60597
C4 -0.57074 -1.32663 3.79536
C5 -1.75933 -0.83830 4.31380
C6 -2.60364 -0.05594 3.54011
Cl4 -4.08447 0.53695 4.22716
C7 -2.28122 0.25620 2.23548
C8 -1.08929 -0.21855 1.70416
C9 -0.24594 -0.99817 2.47709
O1 0.96096 -1.48749 2.02933
C10 1.11314 -1.71973 0.66059
C11 1.69677 -0.56431 -0.11776
O2 1.87058 0.59744 0.34085
O3 1.92238 -0.73063 -1.35837
H1 -0.04993 -2.33334 5.61182
H2 1.34094 -1.76417 4.67579
H3 0.45366 -3.17943 4.14216
H4 -2.03578 -1.07385 5.33318
H5 -2.93916 0.87522 1.64190
H6 -0.83328 0.05230 0.68986
H7 0.17326 -1.99898 0.17095
H8 1.80394 -2.55557 0.53606
S1 -0.07706 2.93130 -0.69150
C12 1.54534 3.30915 -0.48956
N2 2.70488 3.38339 -0.52876
Se1 3.70807 4.89657 -5.34680
Sb1 2.75737 2.64233 -5.73269
Se2 0.63667 2.77947 -6.80026
Se3 4.45693 1.07427 -6.23890
Se4 1.87202 1.93383 -3.27068

Force components x, y, z for each atom (eV/Å):
V -0.4 1.4 -0.5
Cl 0.0 0.0 0.0
C -0.1 0.0 -0.1
Cl 0.0 0.0 0.0
Cl 0.0 0.0 0.0
C 0.1 -0.1 0.0
N -0.9 -0.3 0.0
C 0.0 0.0 0.0
C 0.0 0.0 0.0
C 0.0 0.0 0.0
C 0.0 0.0 0.0
Cl 0.0 0.0 0.0
C 0.0 0.0 0.0
C 0.0 0.0 0.0
C 0.0 0.0 0.0
O -0.1 -0.1 0.0
C 0.3 0.0 0.1
C 0.6 -1.1 0.6
O -0.4 -0.3 1.1
O -0.1 -0.7 0.2
H 0.0 0.0 0.0
H 0.0 0.0 0.0
H 0.0 0.0 0.0
H 0.0 0.0 0.0
H 0.0 0.0 0.0
H 0.1 0.0 0.0
H 0.0 0.0 0.0
H 0.0 0.0 0.0
S -0.1 0.1 0.6
C 0.0 0.3 0.0
N -0.1 0.1 0.2
Se 0.0 0.0 0.2
Sb 0.3 -0.2 -1.5
Se 0.1 0.0 0.4
Se -0.2 0.2 0.3
Se 0.9 0.6 -1.5

Results
multiplicity = 3
electronic energy = -376230.026 eV
ΔE to the lowest compared entry with this formula, charge and spin = 0.0 kJ/mol
frontier orbital gap (spin up / spin down) = 5.43 / 5.66 eV
<S²> = 2.371

Results of the natural (NBO) charge analysis, in e, for atoms 1 through 2:
1 V 0.56
2 Cl 0.11

---

[6]
A single C23H36FN3O5S molecule, computed with ωB97M-V with the def2-TZVPD basis set.

Geometry (Å):
C1 -0.94690 2.91157 4.47402
C2 -1.42063 1.47311 4.29524
C3 -1.37870 0.97728 2.83876
C4 -1.93349 -0.44867 2.75856
C5 -2.17426 1.87585 1.89430
N1 0.00194 0.98986 2.35787
C6 0.99626 0.24658 2.84040
O1 0.93825 -0.47648 3.82017
C7 2.34164 0.39164 2.08665
C8 2.92164 1.81275 2.23662
C9 4.24453 1.93664 1.48243
C10 3.13485 2.10711 3.72020
N2 2.28465 -0.07213 0.69323
C11 2.88974 -1.35974 0.40586
C12 1.88634 -2.52127 0.25815
C13 1.03025 -2.78380 1.50134
C14 0.90935 -4.30553 1.48770
C15 2.28414 -4.70180 0.95718
O2 2.63664 -3.70757 0.00943
C16 1.70947 0.67285 -0.25887
O3 1.13798 1.73904 -0.04134
C17 1.76146 0.22260 -1.72413
N3 0.51855 0.62643 -2.36044
S1 -0.73197 -0.41509 -1.91528
O4 -0.32404 -1.73681 -2.28281
O5 -1.13373 -0.20895 -0.55025
C18 -2.01569 0.15955 -3.01363
C19 -2.02029 -0.30237 -4.31612
C20 -2.98249 0.15815 -5.19721
C21 -3.91418 1.07594 -4.73725
F1 -4.85029 1.52866 -5.58769
C22 -3.91763 1.54236 -3.43245
C23 -2.94893 1.07302 -2.56210
H1 0.02054 3.05700 3.99911
H2 -0.84541 3.13881 5.53289
H3 -1.65419 3.61696 4.04473
H4 -2.44240 1.37700 4.66631
H5 -0.78547 0.80958 4.88320
H6 -1.35619 -1.10911 3.39939
H7 -2.97268 -0.46749 3.07641
H8 -1.87058 -0.79733 1.72973
H9 -2.15558 1.43341 0.90087
H10 -1.74074 2.87115 1.84356
H11 -3.20547 1.95579 2.22857
H12 0.16714 1.48186 1.48683
H13 3.02592 -0.28490 2.60784
H14 2.21594 2.53841 1.82709
H15 4.95672 1.19096 1.83113
H16 4.09972 1.80520 0.41276
H17 4.67262 2.92248 1.64708
H18 3.46881 3.13319 3.85462
H19 2.21623 1.96512 4.28270
H20 3.88997 1.44260 4.13510
H21 3.56838 -1.61470 1.22231
H22 3.49216 -1.30149 -0.50440
H23 1.22947 -2.35371 -0.60514
H24 1.53954 -2.45605 2.40754
H25 0.07145 -2.27714 1.43467
H26 0.13418 -4.61664 0.78712
H27 0.70157 -4.72647 2.46811
H28 3.02495 -4.71688 1.77014
H29 2.29839 -5.66789 0.44887
H30 2.59050 0.73676 -2.22252
H31 1.85202 -0.84878 -1.87029
H32 0.28550 1.56240 -2.03620
H33 -1.27646 -1.02325 -4.61320
H34 -3.02284 -0.17914 -6.22054
H35 -4.66524 2.25297 -3.11822
H36 -2.91389 1.39648 -1.53405

Force components x, y, z for each atom (eV/Å):
C -0.1 -0.2 0.0
C 0.1 0.1 -0.1
C -0.3 -0.3 0.4
C 0.1 0.1 0.0
C 0.2 -0.1 0.1
N -0.4 0.3 -0.3
C 0.7 0.0 -0.3
O -0.1 -0.2 0.4
C -0.1 0.4 0.3
C 0.2 0.0 0.1
C -0.3 0.0 0.0
C -0.1 0.0 -0.2
N 0.0 0.0 0.1
C 0.0 -0.8 -0.4
C -0.1 0.4 0.1
C 0.1 -0.1 -0.2
C 0.2 0.0 -0.2
C -0.1 -0.3 0.3
O 0.1 0.2 -0.1
C 0.2 0.0 -0.2
O 0.0 0.3 -0.1
C 0.1 -0.1 0.2
N -0.6 -0.5 -0.2
S -0.2 0.6 -0.4
O 0.1 -0.2 -0.4
O -0.1 0.2 -0.1
C 0.5 -0.2 0.5
C 0.0 0.0 -0.1
C -0.1 0.1 0.1
C 0.1 0.0 0.1
F 0.1 0.0 0.1
C 0.0 0.0 -0.2
C 0.0 0.0 0.1
H 0.1 0.1 0.0
H 0.0 0.1 0.1
H 0.0 0.1 0.0
H -0.1 -0.1 0.0
H -0.1 -0.1 0.0
H 0.0 -0.1 0.1
H -0.2 0.0 0.0
H 0.0 -0.1 -0.1
H 0.0 0.0 -0.1
H 0.0 0.2 0.0
H -0.1 0.0 0.1
H 0.2 -0.1 0.1
H -0.2 0.1 -0.1
H 0.1 -0.1 0.1
H 0.1 -0.1 0.0
H 0.1 0.0 -0.1
H 0.1 0.1 0.0
H 0.0 0.1 0.0
H -0.1 0.0 0.2
H 0.1 -0.1 0.1
H 0.0 0.1 -0.1
H 0.0 0.0 0.1
H 0.1 0.0 0.1
H 0.0 0.0 0.0
H -0.1 0.1 0.1
H 0.0 -0.1 0.0
H -0.1 0.0 0.0
H -0.1 0.0 -0.1
H 0.0 0.0 0.1
H -0.1 -0.1 0.1
H 0.3 0.0 0.0
H -0.1 0.1 0.0
H 0.1 -0.1 -0.2
H 0.0 0.0 -0.1
H -0.1 0.1 0.0
H -0.1 0.1 0.1

Results
electronic energy = -52696.975 eV
ΔE to the lowest compared entry with this formula, charge and spin = 0.0 kJ/mol
frontier orbital gap = 9.46 eV

Results of the natural (NBO) charge analysis, in e, for atoms 1 through 2:
1 C -0.61
2 C -0.41